96
Properties=species:S:1:pos:R:3:forces:R:3:mulliken_charge:R:1 method="wB97M-V/def2-TZVPD" homo_ha="-0.318 / -0.319" lumo_energy_ev="-2.485 / -2.995" energy_ev=-89423.80623 de_lowest_kj_mol=96.9 multiplicity=4 gap_ha="0.22646 / 0.20897" charge=+1
C -1.0974 2.9298 -0.6122 -0.4 0.6 0.4 0.071
C -0.5658 2.4365 1.6390 0.1 -1.6 0.3 0.238
C -1.5602 4.1979 -0.2675 0.1 -0.7 -1.1 -0.767
C -0.8458 3.7811 1.9896 -0.2 0.8 -0.1 -1.102
C -1.3615 4.6476 1.0444 0.4 -0.5 0.9 -0.914
H -2.0296 4.8131 -1.0358 0.2 -0.1 0.3 0.507
H -0.6992 4.0586 3.0321 -0.1 0.1 -0.3 0.506
H -1.6262 5.6679 1.3145 0.0 -0.2 0.0 0.429
N -0.5442 2.1033 0.3021 -0.1 0.4 0.1 1.688
P 0.2549 1.2454 -2.2692 -0.1 0.2 -0.1 0.503
P -0.5045 -0.3535 2.3925 0.0 1.0 1.1 1.455
C -1.1866 2.3853 -2.0277 -0.2 0.1 -0.2 -1.545
H -2.1321 1.8367 -2.1701 0.4 0.1 0.2 0.488
H -1.2061 3.1964 -2.7657 0.0 -0.2 0.2 0.666
C 0.3604 -1.7069 -0.1200 0.9 -7.0 -0.6 -0.016
O 0.5143 -2.8743 -0.1613 -0.6 3.6 0.2 -0.469
C -0.3793 1.3994 2.5881 0.9 1.1 0.4 -1.875
H -0.2446 1.7396 3.6184 -0.2 0.1 -0.2 0.289
C -2.3016 -0.6936 3.0702 0.6 -0.3 -0.3 2.064
C 0.7400 -1.1521 3.6431 -0.6 0.2 -0.4 2.112
C -0.1293 0.1291 -3.7423 0.2 0.6 0.1 1.851
C 1.6253 2.5089 -2.6585 -0.3 -0.3 -0.2 2.388
C -2.7774 -1.9874 2.3942 -0.4 -0.1 0.3 -1.695
H -2.1179 -2.8367 2.6189 -0.2 0.2 -0.1 0.247
H -3.7811 -2.2385 2.7679 0.1 0.0 -0.1 0.524
H -2.8446 -1.8829 1.3068 0.1 -0.1 0.2 0.226
C -2.3825 -0.8211 4.5961 -0.2 -0.1 0.1 -2.018
H -1.8278 -1.6715 5.0054 -0.2 0.3 -0.1 0.382
H -2.0651 0.1092 5.0852 0.0 -0.3 -0.1 0.400
H -3.4397 -0.9710 4.8664 0.2 0.0 -0.1 0.532
C -3.2010 0.4984 2.7278 -0.1 0.0 -0.1 -1.038
H -4.2360 0.2665 3.0187 0.2 0.0 0.0 0.650
H -2.8844 1.4007 3.2644 -0.1 -0.2 -0.2 0.332
H -3.2103 0.7331 1.6620 0.1 0.1 0.3 -0.552
C 0.4326 -2.6570 3.7269 0.1 -0.1 0.1 -1.770
H 0.4402 -3.1205 2.7293 0.0 0.1 0.2 0.234
H 1.2232 -3.1371 4.3224 -0.2 0.0 -0.1 0.519
H -0.5228 -2.8834 4.2136 0.3 0.1 -0.2 0.275
C 2.1636 -0.9912 3.1149 0.2 0.0 -0.2 -1.961
H 2.3047 -1.4748 2.1439 0.0 0.0 0.1 0.201
H 2.4543 0.0609 3.0258 -0.2 -0.2 0.0 0.293
H 2.8561 -1.4636 3.8279 -0.2 0.1 -0.1 0.710
C 0.7239 -0.4826 5.0211 0.0 -0.1 0.3 -1.869
H -0.2176 -0.5860 5.5630 0.3 0.0 -0.2 0.298
H 1.4974 -0.9701 5.6334 -0.1 0.2 -0.1 0.546
H 0.9742 0.5822 4.9502 0.0 -0.2 0.0 0.335
C 2.8585 1.7464 -3.1569 0.3 0.2 -0.1 -1.645
H 3.7086 2.4446 -3.1878 -0.2 -0.2 0.0 0.578
H 3.1250 0.9265 -2.4771 0.0 0.2 -0.2 0.091
H 2.7293 1.3435 -4.1696 0.0 0.1 0.3 0.267
C 1.9951 3.2649 -1.3765 0.0 0.0 0.3 -1.526
H 1.1688 3.8794 -1.0009 0.2 -0.1 -0.1 0.337
H 2.3158 2.5915 -0.5778 -0.1 0.2 -0.2 0.110
H 2.8360 3.9366 -1.6050 -0.2 -0.1 0.0 0.630
C 1.1907 3.5671 -3.6857 0.2 0.0 -0.2 -1.815
H 2.0623 4.2084 -3.8846 -0.2 -0.1 0.0 0.528
H 0.8699 3.1399 -4.6397 0.1 0.2 0.3 0.258
H 0.3927 4.2121 -3.2988 0.3 -0.1 -0.1 0.369
C -1.5158 -0.4994 -3.5429 -0.1 -0.1 0.0 -1.760
H -2.3133 0.2513 -3.4818 0.2 -0.2 -0.1 0.374
H -1.7321 -1.1440 -4.4082 0.1 0.1 0.2 0.608
H -1.5582 -1.1226 -2.6421 0.1 0.1 -0.2 0.058
C 0.9213 -0.9937 -3.7719 0.0 -0.1 -0.2 -1.383
H 0.8656 -1.6264 -2.8732 -0.1 0.2 -0.2 0.142
H 0.7197 -1.6275 -4.6481 0.1 0.1 0.2 0.541
H 1.9457 -0.6119 -3.8616 -0.3 -0.1 0.0 0.243
C -0.1237 0.9148 -5.0593 -0.1 -0.4 -0.4 -1.972
H -0.8146 1.7695 -5.0318 0.2 -0.2 0.0 0.310
H 0.8803 1.2501 -5.3502 -0.3 -0.1 0.1 0.347
H -0.4755 0.2433 -5.8571 0.1 0.2 0.1 0.552
V 0.1272 0.1245 -0.0085 1.6 2.5 0.1 -0.150
N -1.7073 -0.1421 -0.3609 -5.5 0.4 0.5 0.346
C -2.8804 -0.0425 -0.2819 3.2 -0.9 -1.7 0.336
C -4.2434 -0.1999 -0.6334 -1.8 0.3 0.0 0.136
C -4.6048 -1.2830 -1.4628 0.1 0.1 0.1 -0.208
C -5.2432 0.7002 -0.1894 0.3 -0.3 -0.1 -0.017
C -5.9397 -1.4784 -1.8162 0.2 0.1 0.1 -0.825
H -3.8192 -1.9562 -1.8165 -0.3 0.2 0.1 0.381
C -6.5771 0.4786 -0.5330 0.2 0.0 0.0 -0.899
H -4.9460 1.5602 0.4150 -0.2 -0.3 -0.1 0.459
C -6.9286 -0.6146 -1.3339 0.3 0.1 0.1 -0.379
H -6.1985 -2.3114 -2.4706 0.0 0.2 0.2 0.411
H -7.3450 1.1665 -0.1746 0.2 -0.2 -0.1 0.417
H -7.9746 -0.7905 -1.5865 0.3 0.1 0.0 0.409
C 5.4394 -1.5158 -0.8937 0.5 -0.1 -0.1 -0.911
N 4.3618 -0.6870 -0.3861 -0.4 0.5 0.2 0.268
C 4.4938 0.4056 0.4690 -0.6 -0.4 -0.4 -1.450
C 3.2277 0.8587 0.7077 0.0 -1.0 -0.6 -0.984
N 2.3209 0.0492 0.0178 0.8 0.3 0.0 1.357
C 3.0431 -0.8553 -0.6543 0.6 0.9 1.1 -0.919
H 6.1236 -0.9202 -1.5138 -0.3 -0.2 0.1 0.333
H 6.0145 -1.9448 -0.0617 -0.3 0.1 -0.2 0.351
H 5.0163 -2.3261 -1.4990 0.1 0.2 0.2 0.316
H 5.4460 0.7609 0.8298 0.0 -0.1 -0.1 0.532
H 2.9041 1.6721 1.3417 0.0 -0.1 -0.1 0.814
H 2.6848 -1.6539 -1.2969 0.0 0.3 0.2 0.263

11
Properties=species:S:1:pos:R:3:forces:R:3:mulliken_charge:R:1 method="wB97M-V/def2-TZVPD" homo_ha=-0.359 lumo_energy_ev=-0.393 smiles="CC(=O)C=O.[H][H]" energy_ev=-7300.50864 de_lowest_kj_mol=305.8 gap_ha=0.34468
C 1.2200 -0.3869 -0.0405 0.1 -0.1 -0.2 -1.003
C -0.0793 0.1924 -0.5199 0.2 -0.4 -1.3 0.469
O -0.1713 1.0507 -1.3686 0.1 -1.0 -0.3 -0.544
C -1.3308 -0.5518 0.0155 -0.5 -0.1 -0.5 0.073
O -2.3369 -0.6015 -0.6356 0.3 0.0 0.4 -0.396
H 2.0433 0.3228 -0.1280 -0.2 0.0 0.0 0.297
H 1.1978 -0.8308 0.9616 -0.2 0.2 -0.2 0.352
H 1.3731 -1.1909 -0.7676 0.3 -0.2 0.1 0.331
H -0.3245 1.3713 1.0813 -0.1 0.9 0.6 0.103
H -0.3605 1.7055 0.4076 -0.2 0.5 1.6 0.014
H -1.2308 -1.0809 0.9942 0.0 0.2 -0.2 0.305

67
Properties=species:S:1:pos:R:3:forces:R:3:mulliken_charge:R:1 method="wB97M-V/def2-TZVPD" homo_ha=-0.231 lumo_energy_ev=0.103 energy_ev=-60311.83841 de_lowest_kj_mol=4.4 gap_ha=0.23448
Li 0.5341 -0.2508 -0.0249 0.3 -0.2 -0.1 1.154
C -2.8090 -3.1399 -1.8437 0.1 0.0 0.1 -1.113
N -2.8486 -1.6854 -1.8458 0.0 -0.1 0.0 0.251
C -4.0397 -1.0913 -2.4224 0.0 0.1 0.1 -1.006
C -1.8524 -1.0085 -1.2241 -0.2 -0.1 0.1 0.723
O -0.8641 -1.5630 -0.7706 0.0 0.1 -0.1 -0.758
C -2.0246 0.4911 -1.0300 0.0 0.0 -0.1 -1.136
O -0.7363 1.0083 -0.7807 -0.1 0.0 -0.4 0.366
C -0.6867 2.4007 -0.6231 0.0 0.0 0.1 -1.386
C 0.7496 2.7209 -0.2103 -0.1 0.0 0.1 0.781
O 1.5547 1.8142 -0.0975 0.0 0.1 0.0 -0.680
N 1.0477 4.0177 0.0264 0.2 0.1 0.0 0.172
C 0.1566 5.1396 -0.1772 -0.1 -0.1 0.0 -0.989
C 2.3861 4.3705 0.4707 0.0 -0.1 0.0 -1.088
H -2.6190 -3.5239 -2.8487 0.0 0.0 0.0 0.324
H -3.7618 -3.5306 -1.4836 0.0 0.0 0.0 0.383
H -2.0125 -3.4670 -1.1828 0.0 0.0 0.0 0.322
H -4.3775 -1.7239 -3.2420 0.0 0.0 0.0 0.372
H -3.8409 -0.1064 -2.8367 0.0 0.0 0.0 0.340
H -4.8499 -1.0056 -1.6925 0.0 0.0 0.0 0.296
H -2.6610 0.6264 -0.1476 0.0 0.1 0.0 0.377
H -2.4685 0.9882 -1.8962 0.0 0.0 0.0 0.444
H -1.3886 2.7299 0.1510 0.0 0.0 0.0 0.609
H -0.9332 2.8996 -1.5706 -0.1 0.0 0.0 0.529
H -0.8027 4.8250 -0.5802 0.0 0.0 0.0 0.307
H 0.6091 5.8435 -0.8806 0.0 0.0 0.0 0.344
H -0.0170 5.6631 0.7657 0.0 0.0 0.0 0.338
H 2.9326 3.4652 0.7142 0.0 0.0 0.0 0.260
H 2.3229 5.0059 1.3556 0.0 0.0 0.0 0.349
H 2.9194 4.9121 -0.3154 0.0 0.0 0.0 0.333
S -1.7379 -0.1091 2.3561 -0.6 0.0 -0.1 -0.487
C -0.1243 -0.3524 2.7239 0.9 0.0 0.4 0.212
N 0.9077 -0.3268 1.9013 -0.3 0.0 0.0 -0.071
C 2.1206 -0.4328 2.5410 0.1 -0.1 0.3 -1.031
C 3.3717 -0.3680 1.9266 -0.1 0.0 0.0 0.276
C 4.5122 -0.4922 2.7027 0.0 0.0 -0.1 -0.908
C 4.4307 -0.6761 4.0816 0.0 0.0 0.1 -0.523
C 3.1950 -0.7327 4.7109 0.1 0.0 -0.1 -0.458
C 2.0534 -0.6099 3.9345 -0.2 0.0 0.0 0.397
S 0.3871 -0.6026 4.4291 -0.1 0.1 -0.4 -0.322
H 3.4213 -0.2039 0.8561 0.0 0.1 0.0 0.521
H 5.4872 -0.4399 2.2327 0.0 0.0 0.0 0.386
H 5.3362 -0.7675 4.6683 0.0 0.0 0.0 0.368
H 3.1154 -0.8616 5.7828 0.1 0.0 0.0 0.385
C 3.1566 0.8182 -4.8194 -0.1 -0.1 0.1 -0.655
C 1.7059 0.8658 -4.3735 0.1 0.0 -0.1 -0.747
N 1.6654 0.5239 -2.9692 0.0 0.0 0.1 0.286
C 2.3481 -0.5671 -2.4648 0.0 -0.2 0.1 -0.125
N 1.9264 -1.0916 -1.3679 0.1 0.2 -0.1 0.340
C 2.6183 -2.2504 -0.8207 0.0 0.0 0.0 -1.242
C 4.0818 -2.2912 -1.2317 -0.2 0.0 -0.1 -0.492
C 4.1368 -2.1834 -2.7450 0.0 0.0 0.1 -0.765
N 3.4676 -0.9651 -3.1695 0.0 0.0 0.0 0.165
C 3.6803 -0.5816 -4.5539 0.0 0.1 0.0 -0.717
H 3.7283 1.5357 -4.2283 0.0 0.0 -0.1 0.285
H 3.2501 1.0639 -5.8773 0.0 0.0 0.0 0.392
H 1.1147 0.1757 -4.9945 0.0 0.0 0.0 0.368
H 1.2909 1.8668 -4.5015 0.0 0.0 0.0 0.394
H 0.8044 0.6710 -2.4644 0.0 0.0 0.0 -0.161
H 2.1135 -3.1619 -1.1630 0.0 0.0 0.1 0.398
H 2.5215 -2.2238 0.2660 0.0 -0.1 0.0 0.379
H 4.5635 -3.2101 -0.8961 0.0 0.0 0.0 0.394
H 4.6060 -1.4389 -0.7931 0.1 0.0 0.0 0.170
H 3.6600 -3.0652 -3.1965 0.0 0.0 0.0 0.290
H 5.1679 -2.1434 -3.1021 0.0 0.0 0.0 0.430
H 3.1894 -1.2951 -5.2331 0.0 0.0 0.0 0.292
H 4.7531 -0.6273 -4.7526 0.0 0.0 0.0 0.359

27
Properties=species:S:1:pos:R:3:forces:R:3:mulliken_charge:R:1 method="wB97M-V/def2-TZVPD" homo_ha=-0.334 lumo_energy_ev=-0.835 smiles="[H]/N=N/Cc1[nH]c(=O)c(C#N)cc1-c1ccncc1" energy_ev=-22085.44354 de_lowest_kj_mol=50.5 gap_ha=0.30382
N 5.0483 -0.9151 -1.1601 -2.1 -0.6 0.4 -0.500
O 2.5817 -3.5147 0.2140 0.2 0.7 -0.1 -0.659
C 3.9502 -1.1502 -0.8410 2.4 0.4 -0.3 0.031
N -2.9087 -1.7631 -0.8577 2.9 2.1 4.0 -0.478
N -2.2860 -2.2339 0.1662 -2.9 -1.7 -3.6 -0.068
N -1.3850 3.7422 -0.1098 -0.1 -0.2 -0.5 -0.594
C 2.0279 -2.4253 0.1883 0.0 -2.2 0.1 0.088
C 1.8777 -0.0721 -0.4126 -1.3 0.3 0.0 -0.336
C 2.6091 -1.2031 -0.3621 -0.5 0.0 0.4 0.166
C 0.4772 -0.0557 0.0152 0.9 -2.9 0.9 0.876
C -0.1024 -1.2291 0.5375 1.9 0.8 -0.5 -0.058
C -0.5061 3.4568 0.8467 0.1 -1.2 0.1 -0.423
C -1.6580 2.8164 -1.0418 1.2 0.0 0.3 -0.406
C 0.1140 2.2043 0.9379 -0.5 -0.1 -0.5 -0.253
C -1.0387 1.5294 -1.0769 -1.7 1.5 0.1 -0.148
C -0.1859 1.2220 -0.0409 -0.3 1.6 0.6 -0.064
N 0.7100 -2.3864 0.6800 -0.9 3.1 -1.1 -0.119
C -1.5336 -1.3267 1.0278 -0.1 1.3 -1.6 -0.425
H -3.4981 -2.3545 -1.4248 0.3 -1.6 0.5 0.237
H 2.3221 0.8384 -0.8520 -0.4 -0.5 0.4 0.419
H -0.3346 4.2133 1.6030 0.1 0.1 -0.1 0.385
H -2.3057 3.2081 -1.8225 -0.1 -0.6 0.0 0.394
H 0.7665 1.9266 1.7696 -0.1 0.3 -0.3 0.446
H -1.3779 0.7891 -1.8014 0.4 0.2 0.1 0.364
H 0.2366 -3.2689 0.7897 0.3 -0.3 0.2 0.279
H -2.0553 -0.3676 0.9861 0.5 0.3 0.1 0.476
H -1.5455 -1.6804 2.0417 -0.1 -0.5 0.3 0.369

What did the fourth record say?
27
Properties=species:S:1:pos:R:3:forces:R:3:mulliken_charge:R:1 method="wB97M-V/def2-TZVPD" homo_ha=-0.334 lumo_energy_ev=-0.835 smiles="[H]/N=N/Cc1[nH]c(=O)c(C#N)cc1-c1ccncc1" energy_ev=-22085.44354 de_lowest_kj_mol=50.5 gap_ha=0.30382
N 5.0483 -0.9151 -1.1601 -2.1 -0.6 0.4 -0.500
O 2.5817 -3.5147 0.2140 0.2 0.7 -0.1 -0.659
C 3.9502 -1.1502 -0.8410 2.4 0.4 -0.3 0.031
N -2.9087 -1.7631 -0.8577 2.9 2.1 4.0 -0.478
N -2.2860 -2.2339 0.1662 -2.9 -1.7 -3.6 -0.068
N -1.3850 3.7422 -0.1098 -0.1 -0.2 -0.5 -0.594
C 2.0279 -2.4253 0.1883 0.0 -2.2 0.1 0.088
C 1.8777 -0.0721 -0.4126 -1.3 0.3 0.0 -0.336
C 2.6091 -1.2031 -0.3621 -0.5 0.0 0.4 0.166
C 0.4772 -0.0557 0.0152 0.9 -2.9 0.9 0.876
C -0.1024 -1.2291 0.5375 1.9 0.8 -0.5 -0.058
C -0.5061 3.4568 0.8467 0.1 -1.2 0.1 -0.423
C -1.6580 2.8164 -1.0418 1.2 0.0 0.3 -0.406
C 0.1140 2.2043 0.9379 -0.5 -0.1 -0.5 -0.253
C -1.0387 1.5294 -1.0769 -1.7 1.5 0.1 -0.148
C -0.1859 1.2220 -0.0409 -0.3 1.6 0.6 -0.064
N 0.7100 -2.3864 0.6800 -0.9 3.1 -1.1 -0.119
C -1.5336 -1.3267 1.0278 -0.1 1.3 -1.6 -0.425
H -3.4981 -2.3545 -1.4248 0.3 -1.6 0.5 0.237
H 2.3221 0.8384 -0.8520 -0.4 -0.5 0.4 0.419
H -0.3346 4.2133 1.6030 0.1 0.1 -0.1 0.385
H -2.3057 3.2081 -1.8225 -0.1 -0.6 0.0 0.394
H 0.7665 1.9266 1.7696 -0.1 0.3 -0.3 0.446
H -1.3779 0.7891 -1.8014 0.4 0.2 0.1 0.364
H 0.2366 -3.2689 0.7897 0.3 -0.3 0.2 0.279
H -2.0553 -0.3676 0.9861 0.5 0.3 0.1 0.476
H -1.5455 -1.6804 2.0417 -0.1 -0.5 0.3 0.369